[1]
53
Properties=species:S:1:pos:R:3:forces:R:3:lowdin_spin:R:1 method="wB97M-V/def2-TZVPD" spin_multiplicity=4 charge=+1 homo_lumo_gap_ev="7.433 / 6.597" s2=3.803 relative_energy_kcal_mol=10.6
Tc -0.0453 -0.9178 -0.5189 0.38 0.04 0.60 2.34
C 3.6729 0.2738 1.4634 -0.04 0.00 0.02 0.00
C 2.2958 -0.1092 1.0560 0.24 0.10 -0.06 0.03
N 1.8184 0.0787 -0.1284 -0.35 -0.22 0.10 0.01
O 2.6044 0.6439 -1.0218 0.15 0.11 -0.12 0.01
B 2.1668 0.6377 -2.4850 0.14 -0.01 0.16 0.00
F 3.0706 1.3819 -3.1482 -0.09 -0.02 0.01 0.00
F 1.9786 -0.6547 -2.9121 -0.05 -0.01 -0.06 0.01
O 0.8376 1.3531 -2.5426 -0.27 0.02 0.04 0.00
N -0.1837 0.6317 -2.0384 0.91 -0.13 -0.21 0.05
C -1.3979 1.3197 -2.0363 -0.80 -0.03 -0.25 -0.02
C -1.4877 2.6119 -2.7844 0.21 0.34 0.28 0.00
C -2.1892 1.0757 -0.8158 0.14 0.20 0.27 0.06
N -1.6379 0.3026 0.0689 0.25 0.19 -0.29 -0.03
O -2.3897 0.0213 1.1347 -0.05 -0.14 0.55 -0.02
B -1.6769 -0.3539 2.4729 -0.05 0.43 -0.31 0.00
F -2.6650 -0.7120 3.3154 -0.03 -0.06 -0.03 0.00
F -0.9168 0.7473 2.8399 -0.04 -0.18 -0.06 0.00
O -0.7802 -1.5386 2.2542 0.13 -0.04 0.00 0.00
N 0.2668 -1.1768 1.4732 -0.20 -0.02 -0.08 -0.02
C 1.3475 -0.7161 2.0045 -0.17 -0.10 0.07 0.06
C 1.6289 -0.7630 3.4546 0.07 0.07 0.02 0.01
C -3.5140 1.6911 -0.5579 -0.07 -0.03 -0.09 0.01
H 4.2297 0.6438 0.6107 0.02 0.00 -0.02 0.00
H 4.1856 -0.5936 1.8819 -0.02 0.00 0.01 0.00
H 3.6387 1.0458 2.2347 -0.01 0.00 -0.01 0.00
H -0.9391 2.5519 -3.7197 -0.05 -0.03 -0.02 0.00
H -1.0180 3.4005 -2.1875 -0.06 0.00 -0.01 0.00
H -2.5218 2.8815 -2.9756 -0.02 -0.03 -0.02 0.00
H 0.7761 -1.1316 4.0113 0.00 -0.03 -0.01 0.00
H 1.8955 0.2340 3.8082 -0.01 -0.02 0.01 0.00
H 2.4922 -1.4154 3.6137 -0.01 0.02 0.01 0.00
H -3.9121 2.2006 -1.4296 0.04 0.00 -0.01 0.00
H -3.4175 2.3988 0.2688 -0.01 0.00 0.00 0.00
H -4.2142 0.9267 -0.2204 -0.02 0.03 0.01 0.00
C -4.7352 -3.8596 0.0664 0.02 0.02 -0.01 0.00
N -3.3106 -3.5478 -0.0362 -0.06 -0.01 -0.02 0.01
C -2.2675 -4.4250 0.1716 -0.02 0.03 -0.05 0.00
C -1.1274 -3.7275 -0.0431 0.08 -0.07 0.02 0.00
N -1.4695 -2.4320 -0.3772 -0.22 0.00 -0.16 0.01
C -2.7945 -2.3668 -0.3688 -0.06 -0.11 0.12 0.02
H -4.8553 -4.7388 0.6917 0.02 0.00 0.02 0.00
H -5.1541 -4.0572 -0.9179 0.02 -0.01 -0.01 0.00
H -5.2561 -3.0267 0.5316 0.02 0.01 0.00 0.00
H -2.4329 -5.4529 0.4426 0.01 0.03 0.01 0.00
H -0.1015 -4.0486 0.0095 -0.06 0.01 0.02 0.00
H -3.3900 -1.4932 -0.5726 0.03 -0.09 0.02 0.00
Te -1.4626 -0.4693 -3.3750 -0.22 -0.24 -0.44 0.28
F 1.0554 -2.3289 -1.1580 0.16 0.12 0.07 0.15
B 2.9461 -3.1881 -0.2560 -0.03 -0.14 0.10 0.00
F 2.8706 -4.2496 -1.0241 0.02 0.05 0.03 0.00
F 2.3848 -3.2172 0.9617 0.09 0.00 -0.17 0.00
F 3.7337 -2.1692 -0.5459 -0.05 -0.04 -0.04 0.00

***

[2]
14
Properties=species:S:1:pos:R:3:forces:R:3:nbo_charge:R:1 method="wB97M-V/def2-TZVPD" homo_lumo_gap_ev=8.963 relative_energy_kcal_mol=116.0
C -2.1090 -1.0476 0.0125 -0.58 -2.32 0.90 -0.10
C -0.9543 -1.0326 -0.7746 -2.51 1.16 1.70 -0.14
C -1.4806 0.9588 0.0415 -0.50 -0.28 1.08 0.12
C 1.8882 0.8510 -0.4174 -3.02 1.53 -1.16 -0.29
N -2.4121 0.1802 0.5619 0.88 -0.66 -0.98 -0.45
N -0.6313 0.2856 -0.7160 1.75 -0.93 -1.65 -0.06
O 0.3935 0.7615 -1.4632 2.41 0.68 1.82 -0.41
S 2.2636 -0.8061 0.1739 -0.50 2.07 0.38 0.07
H -2.6811 -1.9578 0.3860 0.79 1.38 -0.93 0.21
H -0.3585 -1.6981 -1.3205 0.33 -0.84 -0.59 0.23
H -1.1676 1.8686 0.4336 -0.12 1.91 0.16 0.19
H 2.5435 1.3113 -1.2010 -0.48 -0.86 0.84 0.23
H 1.4583 1.7043 0.2926 1.31 -2.35 -1.16 0.24
H 1.6457 -0.5486 1.3602 0.25 -0.48 -0.43 0.15

***

[3]
94
Properties=species:S:1:pos:R:3:forces:R:3:lowdin_spin:R:1 method="wB97M-V/def2-TZVPD" spin_multiplicity=5 charge=+2 homo_lumo_gap_ev="7.138 / 8.354" s2=6.095 relative_energy_kcal_mol=26.1
Mn -0.0894 0.2313 0.1405 0.06 0.07 0.12 3.85
C 2.4574 3.3778 -0.9017 -0.05 0.04 0.00 0.00
N 1.3112 4.0999 -0.3414 0.10 -0.03 0.07 0.00
C 1.3531 5.5502 -0.5228 -0.02 -0.03 -0.06 0.00
P 0.4988 3.3592 0.8590 0.03 0.06 -0.05 0.00
O -0.3150 2.1890 0.3815 0.07 -0.06 0.04 0.02
O 1.6406 2.8697 1.8873 -0.05 0.01 0.02 0.00
P 2.1624 1.3698 2.2326 0.00 -0.04 -0.03 0.01
O 1.7487 0.4830 1.0998 -0.01 0.00 -0.06 0.05
N 1.5315 1.1220 3.7104 0.00 -0.01 0.01 0.00
C 1.9015 -0.1158 4.4064 -0.04 0.03 0.01 0.00
C 0.2756 1.7065 4.1746 0.03 -0.06 -0.01 0.00
N 3.7675 1.3681 2.3840 0.02 0.03 -0.03 0.00
C 4.4454 2.1040 3.4523 0.00 -0.02 -0.02 0.00
C 4.6467 0.8934 1.3112 -0.02 0.00 0.04 0.00
N -0.4160 4.4102 1.6720 -0.06 0.02 -0.01 0.00
C -1.8779 4.3475 1.6800 0.04 0.01 0.02 0.00
C 0.1806 5.4577 2.5027 -0.03 -0.03 -0.02 0.00
H 2.5257 3.5813 -1.9706 0.00 0.00 -0.01 0.00
H 2.3352 2.3018 -0.7672 -0.01 0.02 -0.01 0.00
H 3.3911 3.6868 -0.4240 0.01 0.01 0.01 0.00
H 1.5029 5.7604 -1.5819 -0.01 0.01 0.00 0.00
H 2.1703 6.0110 0.0379 0.01 -0.01 0.00 0.00
H 0.4104 5.9959 -0.2198 -0.02 0.02 0.01 0.00
H 2.8278 -0.5179 4.0031 0.02 -0.01 0.00 0.00
H 1.1180 -0.8699 4.2970 0.00 0.00 -0.01 0.00
H 2.0417 0.0954 5.4669 0.01 0.00 0.00 0.00
H 0.1168 2.6819 3.7243 -0.01 0.03 -0.01 0.00
H 0.3341 1.8357 5.2557 -0.01 0.00 0.01 0.00
H -0.5758 1.0604 3.9401 0.00 0.00 0.01 0.00
H 3.7434 2.3597 4.2415 -0.01 0.00 0.01 0.00
H 4.8947 3.0208 3.0659 0.01 0.01 -0.01 0.00
H 5.2349 1.4812 3.8728 0.00 -0.01 0.01 0.00
H 4.0805 0.3004 0.5997 -0.01 0.00 -0.01 0.00
H 5.4253 0.2661 1.7448 0.01 0.00 0.00 0.00
H 5.1234 1.7325 0.7997 0.00 0.01 0.00 0.00
H -2.2220 3.5287 1.0543 0.01 -0.01 -0.01 0.00
H -2.2936 5.2851 1.3087 0.00 0.01 -0.01 0.00
H -2.2369 4.1861 2.6985 0.00 0.01 0.02 0.00
H 1.2661 5.4334 2.4322 0.01 0.00 0.00 0.00
H -0.0981 5.3112 3.5478 0.00 -0.01 0.01 0.00
H -0.1683 6.4407 2.1842 0.00 0.01 -0.01 0.00
Br -5.7628 -3.9872 2.6852 0.02 0.01 0.03 0.00
C -3.9987 -3.5249 2.2013 -0.02 -0.05 -0.07 0.00
C -3.8638 -2.1315 1.6389 0.06 0.03 -0.02 0.00
C -2.4640 -1.8009 1.0000 0.09 0.03 0.05 0.01
C -1.3990 -2.8262 1.2766 0.04 0.08 -0.06 0.00
C -1.6564 -3.9939 1.8634 -0.05 -0.09 -0.08 0.00
C -2.9938 -4.3817 2.2946 0.05 -0.01 0.01 0.00
C -0.0152 -2.6322 0.7129 -0.07 -0.22 0.18 0.01
O 0.8331 -3.4756 0.8395 0.06 0.09 0.08 0.00
O 0.1964 -1.5408 -0.0065 -0.16 0.01 -0.25 0.01
H -4.5907 -2.0745 0.8249 -0.01 0.06 0.01 0.00
H -2.6183 -1.7796 -0.0788 -0.02 -0.05 0.00 0.00
H -0.8455 -4.7038 1.9627 0.00 0.01 0.02 0.00
H -3.1565 -5.3797 2.6781 -0.01 0.00 -0.01 0.00
N -5.1870 -0.1786 2.1880 -0.05 -0.02 0.04 0.00
C -4.3654 -1.1078 2.6449 0.02 0.02 0.03 0.00
S -1.9371 -0.0825 1.4336 -0.08 -0.04 -0.09 -0.05
N -4.0614 -1.1286 3.9227 -0.06 -0.01 0.08 0.00
C -3.2149 -2.0680 4.6245 0.05 -0.02 -0.01 0.00
C -1.8492 -2.0745 4.4096 -0.04 0.01 0.06 0.00
C -1.0705 -3.0029 5.0869 0.00 0.01 0.04 0.00
C -1.6527 -3.8812 5.9873 -0.02 0.01 -0.02 0.00
C -3.0220 -3.8295 6.2264 0.03 -0.01 0.01 0.00
C -3.8100 -2.9199 5.5442 -0.06 0.01 -0.02 0.00
H -5.4547 -0.1740 1.2185 0.01 0.00 0.01 0.00
H -5.5628 0.5490 2.7764 0.00 -0.01 -0.01 0.00
H -4.5555 -0.4760 4.5197 0.04 0.02 -0.03 0.00
H -1.4088 -1.3796 3.7092 0.02 0.04 -0.03 0.00
H -0.0039 -3.0399 4.9083 0.01 -0.01 -0.01 0.00
H -1.0409 -4.6013 6.5132 0.00 0.00 0.01 0.00
H -3.4766 -4.5035 6.9390 0.00 -0.01 0.00 0.00
H -4.8798 -2.8863 5.7050 -0.01 -0.01 -0.01 0.00
C 1.5324 1.7088 -4.8948 0.04 -0.03 -0.03 0.00
N 1.4831 1.2617 -3.5066 0.12 0.01 -0.03 0.00
C 2.6377 0.4876 -3.0616 -0.03 -0.02 -0.02 0.00
C 0.3610 1.2617 -2.7718 -0.06 0.03 0.01 0.01
O 0.2336 0.4344 -1.8261 0.05 0.00 -0.01 0.05
N -0.6448 2.1124 -3.0853 -0.05 0.00 0.09 0.00
C -1.9622 1.8639 -2.5169 0.03 0.00 -0.01 0.00
C -0.4182 3.4814 -3.5294 0.02 0.00 0.00 0.00
H 2.0023 0.9276 -5.4920 0.00 -0.01 0.01 0.00
H 2.1211 2.6210 -5.0060 0.01 0.00 -0.02 0.00
H 0.5307 1.8752 -5.2798 0.01 -0.02 0.01 0.00
H 3.5427 1.0786 -3.2065 0.00 0.01 -0.01 0.00
H 2.7245 -0.4319 -3.6421 0.00 -0.01 0.01 0.00
H 2.5328 0.2202 -2.0145 0.00 0.02 -0.02 0.00
H -2.1418 0.7936 -2.4539 0.00 0.01 0.00 0.00
H -2.7066 2.3033 -3.1793 -0.01 0.00 0.00 0.00
H -2.0645 2.3041 -1.5210 0.01 0.00 0.00 0.00
H 0.6297 3.6492 -3.7575 -0.05 0.02 0.05 0.00
H -0.7096 4.1691 -2.7311 -0.02 0.01 0.01 0.00
H -1.0108 3.7045 -4.4169 0.01 0.00 -0.01 0.00